# 1
One molecule with the formula C20H26N2O2. Source: the OMol25 dataset; level of theory: the ωB97M-V functional and the def2-TZVPD basis.

Results
* frontier orbital gap: 0.318 hartree
* F_max: 0.689 eV/A
* total charge: 0
* energy above the lowest of the compared OMol25 structures with the same formula, charge and spin: 1.783 eV
* SMILES string: CC[C@H]1CN2CC[C@H]1C[C@H]2[C@H](O)c1ccnc2ccc(OC)cc12

XYZ file:
```
50
Properties=species:S:1:pos:R:3:forces:R:3:mulliken_charge:R:1
C -5.56590 -0.34554 1.64832 -0.1 0.0 -0.2 -1.237
H -6.53675 -0.19490 2.11659 0.0 0.0 0.1 0.441
C -5.69036 -0.12027 0.14581 0.2 0.0 -0.1 -0.871
H -6.21237 0.82645 -0.02100 -0.1 0.0 0.0 0.403
C -4.39687 -0.06507 -0.67844 -0.2 -0.1 0.1 0.322
H -4.73260 0.00832 -1.72069 0.1 0.0 0.0 0.334
C -3.47380 -1.29572 -0.61377 -0.1 0.0 -0.1 0.386
C -2.56291 -1.28078 0.61792 -0.1 0.0 0.1 -1.540
H -3.14345 -1.29812 1.53617 0.0 -0.1 0.0 0.156
H -1.93496 -2.17400 0.61392 0.0 0.0 0.1 0.574
C -1.67845 -0.01377 0.55920 0.2 -0.2 0.0 -0.085
N -2.09891 0.84131 -0.54513 0.1 0.3 0.1 -0.101
C -3.51085 1.16130 -0.37892 -0.1 0.0 -0.2 -1.340
H -3.74979 1.98703 -1.05494 -0.1 0.0 0.1 0.384
H -3.66013 1.51557 0.64284 0.0 0.0 0.1 0.388
C -1.90632 0.18334 -1.82923 0.1 0.0 -0.1 -0.871
H -0.83578 0.13343 -2.03618 0.0 0.0 -0.1 0.330
H -2.35398 0.82975 -2.58709 0.1 0.0 0.0 0.480
C -2.55957 -1.21580 -1.84411 -0.1 -0.1 0.0 -1.157
H -3.13245 -1.36407 -2.76067 0.0 0.0 0.0 0.448
H -1.80403 -2.00188 -1.79328 0.0 -0.1 0.0 0.391
H -1.81473 0.57226 1.47911 0.1 0.0 -0.1 0.879
C -0.18897 -0.39841 0.49053 -0.2 0.4 -0.1 -0.079
C 0.76975 0.76652 0.33027 -0.1 0.1 0.1 0.124
C 0.36937 2.07830 0.39672 0.1 -0.3 0.1 -0.393
C 1.32074 3.09998 0.24356 0.0 0.1 0.1 -0.613
N 2.59048 2.89073 0.04245 0.1 0.5 -0.1 -0.700
C 3.02288 1.61774 -0.01509 -0.3 -0.6 0.1 -0.342
C 4.40169 1.39294 -0.22565 0.2 -0.3 0.0 -0.449
C 4.89934 0.12775 -0.27734 0.0 0.1 0.0 -0.653
C 4.04342 -0.98702 -0.11785 -0.3 0.0 0.0 0.633
C 2.69702 -0.79956 0.07843 0.3 -0.5 -0.1 -0.200
C 2.15392 0.50063 0.13186 0.2 0.6 -0.1 0.411
H 2.03985 -1.63941 0.22467 0.0 -0.1 0.0 0.491
O 4.66416 -2.19616 -0.17535 0.2 0.3 0.0 -0.493
C 3.88630 -3.35756 -0.01430 -0.1 -0.2 0.0 -0.786
H 4.58417 -4.19119 -0.07477 -0.1 0.0 0.0 0.243
H 3.13932 -3.45221 -0.80919 0.0 0.0 0.0 0.314
H 3.38393 -3.37314 0.95794 0.0 0.0 0.0 0.315
H 5.94934 -0.06417 -0.43361 0.1 0.0 0.0 0.453
H 5.03897 2.25558 -0.33828 0.1 0.1 0.0 0.458
H 1.01271 4.13701 0.28919 -0.1 0.1 0.0 0.390
H -0.66576 2.34013 0.53045 -0.1 0.0 0.0 0.418
O 0.14658 -1.16699 1.63679 -0.1 -0.2 0.2 -0.586
H 0.07194 -0.60286 2.41449 0.0 0.0 0.0 0.459
H -0.03797 -1.09006 -0.34564 0.0 0.1 0.0 0.384
H -4.06509 -2.21566 -0.63238 0.0 0.0 0.0 0.515
H -6.31915 -0.91344 -0.26763 -0.1 0.1 -0.1 0.405
H -5.24706 -1.36102 1.86780 0.1 -0.1 0.1 0.266
H -4.86612 0.35255 2.10118 0.1 0.0 0.1 0.300
```
Positions in Å, forces in eV/Å.



# 2
A 2-piece molecular cluster, C7H12N3O overall. Source: the OMol25 dataset; level of theory: the ωB97M-V functional and the def2-TZVPD basis.

Results
* frontier orbital gap (alpha / beta): 0.274 / 0.274 hartree
* F_max: 6.823 eV/A
* total charge: +1
* energy above the lowest of the compared OMol25 structures with the same formula, charge and spin: 6.293 eV

XYZ file:
```
23
Properties=species:S:1:pos:R:3:forces:R:3:mulliken_charge:R:1
C -3.53082 0.81997 -1.62300 -3.0 4.8 -1.2 -0.428
C -3.26855 -0.44042 -1.59347 -0.1 -3.9 -1.4 -0.388
C -2.46289 1.57008 -1.04996 0.7 1.5 0.8 0.776
C -1.64022 0.55164 -0.59452 2.2 0.5 0.4 0.083
C 2.83954 -1.83222 1.26535 -4.9 -1.6 0.5 -1.322
C 1.68856 -0.72685 1.20825 3.4 -0.1 -0.3 -0.382
C 1.15592 -0.49188 -0.17186 3.8 -0.6 -1.1 -0.541
N 0.64556 1.85666 -0.21527 2.0 1.6 1.2 -0.540
N -2.41421 2.93390 -0.90826 0.3 -0.2 0.0 -0.449
N 0.38696 0.70116 -0.25003 -6.3 -1.3 -2.3 0.511
O -2.04207 -0.61623 -1.08449 1.6 -2.1 0.8 -0.224
H -4.40719 1.30905 -2.12923 0.9 -0.7 0.9 0.331
H -3.83844 -1.31845 -2.02186 1.1 1.1 0.9 0.385
H 3.59670 -1.69271 0.61405 2.9 1.2 -1.6 0.456
H 3.04184 -1.97236 2.29809 0.9 0.2 0.7 0.351
H 2.48692 -2.87319 0.94562 -0.2 1.4 0.4 0.326
H 2.15282 0.19975 1.60162 -0.4 -0.4 -0.1 0.347
H 0.93156 -1.04673 1.82631 -1.8 -0.5 1.6 0.323
H 2.10956 -0.40859 -0.87062 -2.0 0.3 1.0 0.340
H 0.62802 -1.36436 -0.48953 -0.9 -0.1 -0.4 0.335
H 1.65089 1.97491 0.08251 -0.4 0.2 -0.5 0.293
H -3.23215 3.52192 -0.97572 -0.2 -0.6 -0.2 0.223
H -1.69438 3.39042 -0.37085 0.2 -0.5 -0.1 0.194
```
Positions in Å, forces in eV/Å.



# 3
C51H51InN11O5S as an isolated structure. Source: the OMol25 dataset; level of theory: the ωB97M-V functional and the def2-TZVPD basis.

Results
* frontier orbital gap: 0.285 hartree
* F_max: 0.812 eV/A
* total charge: +1
* energy above the lowest of the compared OMol25 structures with the same formula, charge and spin: 0.000 eV

XYZ file:
```
120
Properties=species:S:1:pos:R:3:forces:R:3:mulliken_charge:R:1
In 0.12126 -0.53496 -0.33107 -0.2 0.1 -0.3 1.829
C -0.44891 2.92948 0.60550 0.1 -0.2 0.2 -0.529
C -1.96042 2.82047 0.44127 0.1 -0.2 0.0 -1.273
C -2.43509 2.09429 -0.78043 0.1 -0.3 0.0 0.559
C -3.30919 2.74754 -1.63951 -0.1 0.0 -0.1 -1.336
C -3.86479 2.06400 -2.70281 -0.1 0.1 -0.1 -1.596
C -3.53129 0.73240 -2.87784 -0.1 0.0 -0.1 -0.908
C -2.61136 0.16461 -2.02127 0.3 0.1 0.3 -0.171
N -2.05320 0.82165 -0.98620 0.1 0.0 -0.2 1.809
N 0.18155 1.81766 1.36185 -0.1 -0.1 0.0 1.078
C 1.63601 2.06890 1.42942 -0.2 -0.3 -0.2 -1.198
C 2.31674 2.06416 0.08740 0.0 -0.3 0.0 0.399
C 3.10883 3.12222 -0.31628 0.1 0.2 0.0 -0.941
C 3.81596 3.01470 -1.50430 0.1 0.1 0.0 -0.855
C 3.72722 1.84461 -2.23586 0.1 0.0 0.0 -1.069
C 2.90229 0.83516 -1.77432 -0.2 0.0 0.3 -0.278
N 2.19032 0.95169 -0.64415 -0.1 0.4 0.0 0.810
C -0.32263 1.87919 2.75005 0.1 -0.2 0.0 -1.182
C 0.02908 0.72207 3.65545 0.1 0.0 -0.2 0.347
C 0.15740 0.92991 5.02383 0.0 0.1 0.1 -1.054
C 0.38950 -0.15795 5.84752 0.0 0.1 0.1 -0.575
C 0.48556 -1.41657 5.27680 0.0 -0.2 0.1 -0.885
C 0.35691 -1.52760 3.90454 0.0 0.3 -0.3 -0.307
N 0.13785 -0.47571 3.09904 0.0 -0.5 0.0 0.483
H -0.21713 3.86903 1.12252 0.0 0.1 0.0 0.605
H 0.00853 2.95703 -0.37852 0.1 0.0 -0.1 0.001
H -2.36515 3.82701 0.40449 -0.1 0.1 0.0 0.574
H -2.42274 2.33656 1.30243 -0.1 0.0 0.0 0.178
H -3.55880 3.78521 -1.45704 0.0 -0.1 0.0 0.555
H -4.55936 2.55581 -3.37612 0.1 0.0 0.1 0.484
H -3.98210 0.14347 -3.66947 0.1 0.0 0.1 0.563
H -2.30398 -0.86369 -2.15849 0.1 0.0 0.0 0.484
H 2.08301 1.28219 2.04125 0.0 0.0 0.0 0.436
H 1.82537 3.02549 1.92169 0.0 0.2 0.1 0.526
H 3.18307 4.01224 0.29852 0.0 -0.1 0.0 0.529
H 4.44553 3.82939 -1.84296 0.0 0.0 0.0 0.439
H 4.28261 1.71000 -3.15509 0.0 0.0 0.0 0.541
H 2.80499 -0.10038 -2.31081 0.0 0.0 0.0 0.399
H -1.40678 1.96458 2.73318 0.0 -0.1 0.0 0.638
H 0.04673 2.79324 3.22018 0.0 0.3 0.0 0.408
H 0.06574 1.93254 5.43004 0.0 -0.1 0.0 0.495
H 0.49788 -0.02462 6.91951 0.0 0.0 -0.1 0.418
H 0.66294 -2.30010 5.88014 0.0 0.1 -0.1 0.452
H 0.43917 -2.49350 3.42310 0.0 0.0 -0.1 0.415
C -5.68340 -6.45556 1.21224 0.1 0.1 0.0 -1.071
O -4.50408 -5.71394 0.90505 -0.4 0.0 0.4 -0.389
C -3.75392 -6.17113 -0.12588 0.2 -0.1 -0.1 0.956
C -4.06106 -7.28931 -0.87613 0.1 -0.1 -0.2 -0.518
C -3.24151 -7.65496 -1.94526 -0.1 -0.1 0.1 -0.814
C -2.14432 -6.88413 -2.26648 0.1 0.1 0.0 -1.554
C -1.83507 -5.75036 -1.51262 0.0 0.0 -0.2 -0.138
C -2.61624 -5.40157 -0.42097 0.2 0.0 -0.2 0.375
N -2.38030 -4.27435 0.39161 -0.1 0.0 -0.1 -0.259
C -1.37969 -3.34249 0.20450 0.2 0.0 0.4 -0.076
N -0.17088 -3.91284 0.06238 0.2 0.7 -0.2 0.489
C 1.15897 -3.42380 0.10238 -0.6 0.2 0.2 -1.617
C 1.55572 -2.09706 0.11197 0.0 0.4 0.3 0.809
C 2.91230 -1.82205 0.34113 -0.1 -0.2 0.0 -0.233
C 3.83822 -2.83554 0.51707 0.0 0.1 0.0 -1.557
C 3.43482 -4.16550 0.44302 0.1 0.0 0.0 -0.357
C 2.10219 -4.45016 0.23314 0.2 -0.2 0.0 1.275
O 1.58025 -5.70583 0.16226 0.1 -0.4 0.0 -0.397
C 2.48529 -6.80304 0.15094 -0.1 0.1 0.0 -1.032
N -1.59955 -2.04912 0.31370 -0.1 0.2 -0.4 0.187
C -2.95687 -1.62379 0.50788 0.2 0.1 0.4 0.002
C -3.24538 -0.82402 1.60751 0.1 -0.1 0.0 -0.737
C -4.52088 -0.32552 1.84206 0.0 0.0 0.1 -0.932
C -5.54069 -0.63429 0.95673 0.0 0.0 0.0 -1.137
C -5.27912 -1.43071 -0.15455 -0.2 0.1 0.1 -0.855
C -3.99855 -1.91785 -0.38586 -0.1 0.3 0.1 0.492
O -3.66223 -2.62326 -1.48100 -0.1 -0.5 -0.6 0.892
C -4.70289 -3.01572 -2.37324 0.1 0.0 0.1 -1.323
H -6.14028 -5.97024 2.06679 0.0 0.1 0.0 0.266
H -5.44258 -7.48837 1.47099 0.0 0.0 0.0 0.382
H -6.38215 -6.44773 0.37338 0.0 0.0 0.0 0.414
H -4.93734 -7.87984 -0.64289 0.1 0.0 0.0 0.442
H -3.47944 -8.54073 -2.52321 0.0 0.1 0.0 0.408
H -1.52285 -7.14565 -3.11391 0.0 0.0 0.0 0.454
H -1.00542 -5.11462 -1.81038 -0.2 -0.1 0.0 0.372
H -3.20392 -3.93035 0.85472 -0.2 0.1 0.0 0.676
H -0.20161 -4.91567 0.04051 0.1 -0.2 0.2 0.629
H 3.25218 -0.79904 0.37312 0.0 0.0 0.0 0.402
H 4.88282 -2.60285 0.70187 -0.1 0.0 0.0 0.484
H 4.15743 -4.96186 0.56095 0.0 0.0 0.0 0.465
H 1.88742 -7.69200 -0.01498 -0.1 0.0 0.0 0.275
H 3.00596 -6.89204 1.10383 0.0 0.0 0.1 0.339
H 3.21300 -6.69794 -0.65277 0.0 0.0 -0.1 0.404
H -2.42717 -0.60854 2.28635 0.0 0.0 0.0 0.561
H -4.71886 0.28460 2.71966 0.1 -0.1 -0.1 0.474
H -6.54538 -0.25810 1.12042 0.1 -0.1 0.0 0.442
H -6.08133 -1.66141 -0.84782 0.1 0.1 0.1 0.554
H -4.22618 -3.61199 -3.14579 0.1 0.0 0.0 0.194
H -5.18955 -2.14723 -2.82896 0.0 0.0 0.0 0.368
H -5.45619 -3.62396 -1.86244 0.1 0.0 0.0 0.348
N -1.74596 -3.32160 -8.41269 0.1 0.1 0.4 -0.520
C -1.16790 -2.82108 -7.25658 -0.1 0.0 -0.2 0.949
C -1.86688 -1.91328 -6.44295 -0.1 0.0 -0.1 -0.799
C -1.31977 -1.47035 -5.25717 0.1 0.0 0.0 -0.458
C -0.06111 -1.91120 -4.86927 -0.2 0.1 -0.1 0.019
C 0.65328 -2.79255 -5.66814 0.1 0.1 0.0 -1.087
C 0.10331 -3.24072 -6.85641 0.0 -0.1 -0.1 -0.887
S 0.56948 -1.61674 -3.26430 0.2 0.0 0.1 1.312
O 1.99432 -1.83467 -3.30976 0.0 0.0 -0.1 -1.030
O -0.20242 -2.48944 -2.39809 -0.1 0.0 0.3 -0.126
N 0.24002 -0.14929 -2.63802 -0.4 0.6 -0.4 0.587
C 0.34459 1.04263 -3.35887 0.3 -0.5 0.1 -0.357
N 0.27288 2.18255 -2.65253 -0.2 0.0 0.1 0.623
C 0.32650 3.32085 -3.34280 0.0 -0.1 0.3 -0.456
C 0.46957 3.37402 -4.71574 0.0 0.1 0.0 -1.089
C 0.58399 2.14754 -5.34211 0.0 -0.4 0.0 -0.610
N 0.52928 0.99174 -4.68653 0.0 0.0 0.0 -0.507
H -2.52620 -2.82523 -8.80074 0.0 0.1 0.0 0.217
H -1.14679 -3.76236 -9.08686 0.0 0.0 0.0 0.215
H -2.84698 -1.56177 -6.75610 0.1 0.0 0.0 0.326
H -1.85247 -0.74999 -4.64467 0.0 -0.1 0.0 0.264
H 1.64248 -3.11579 -5.35470 -0.2 0.0 -0.1 0.534
H 0.66091 -3.92951 -7.48485 -0.1 0.1 0.1 0.315
H 0.26486 4.23511 -2.75543 0.0 -0.1 0.0 0.448
H 0.50179 4.30898 -5.25962 0.0 -0.1 0.1 0.489
H 0.73250 2.07913 -6.41767 0.0 0.0 0.1 0.500
```
Positions in Å, forces in eV/Å.



Number 1: energy -28237.039 eV. Number 2: energy -13958.980 eV. Number 3: energy -96348.563 eV.